182
Properties=species:S:1:pos:R:3:forces:R:3 method="wB97M-V/def2-TZVPD" largest_force_ev_per_a=2.666 orbital_gap_ev=8.79 de_lowest_ev=0.000 charge=+1
C 0.968138 -2.455816 1.360165 -1.40 -0.38 0.03
C 0.608496 -1.280233 2.262009 2.06 0.99 -0.96
C -0.445479 -0.296206 1.733817 0.03 -1.49 0.02
C 0.020807 0.493153 0.522566 0.85 0.78 1.05
N -1.023738 1.459585 0.076400 -0.07 0.39 -1.04
C -2.370960 0.777881 -0.079049 0.71 0.52 0.58
C -3.151169 1.658049 -1.036046 -0.25 0.17 0.15
C -2.093512 2.443541 -1.824754 -0.15 0.20 -1.07
C -0.757972 1.927740 -1.360304 -0.20 -0.25 0.67
C -1.093075 2.641204 0.991606 0.39 -1.13 0.62
H 0.111024 -3.140806 1.351164 0.93 -0.09 0.01
H 1.834003 -3.031909 1.671098 0.18 0.13 0.24
H 1.125001 -2.172036 0.316859 0.04 0.12 0.09
H 1.519458 -0.663490 2.246978 -0.01 0.01 0.56
H 0.451331 -1.547139 3.304675 -0.37 -0.18 -0.05
H -0.622863 0.328224 2.604581 -0.44 0.38 -0.33
H -1.333889 -0.872359 1.456445 -0.16 0.25 0.33
H 0.398962 -0.080850 -0.321708 -0.58 -0.27 -0.08
H 0.879676 1.103305 0.818160 -0.02 0.00 0.01
H -2.798266 0.702273 0.915703 -0.05 0.04 -0.21
H -2.138455 -0.220610 -0.443393 -0.25 0.23 -0.14
H -3.759786 2.401658 -0.522444 -0.17 -0.33 0.28
H -3.839601 1.019300 -1.589001 0.12 0.18 -0.36
H -2.211299 3.525076 -1.721296 0.07 -0.04 0.53
H -2.162261 2.357992 -2.911423 -0.05 -0.42 0.06
H 0.030570 2.673385 -1.405548 0.18 -0.24 0.22
H -0.489427 0.995180 -1.856280 0.04 0.56 -0.18
H -1.959593 3.244869 0.756810 0.18 0.27 -0.10
H -0.109951 3.103597 0.967315 -0.21 0.47 -0.35
H -1.203501 2.244505 1.999620 -0.29 0.16 0.01
C 2.955813 0.969143 5.503496 0.30 0.31 -0.20
S 3.505706 1.699931 3.913045 -1.34 -1.37 -0.06
O 2.239405 1.534766 3.100227 0.95 0.49 0.18
C 4.663967 0.415770 3.388023 0.18 1.00 0.19
H 2.361290 1.791455 5.898222 -0.28 -0.29 0.22
H 3.696312 0.661170 6.241567 0.36 0.31 -0.25
H 2.358396 0.096072 5.245800 -0.22 0.17 -0.14
H 4.262467 -0.591809 3.404289 -0.13 0.00 0.12
H 5.502790 0.583387 4.068087 0.13 -0.46 -0.07
H 4.974803 0.715885 2.388201 -0.01 -0.20 -0.06
C -2.845194 1.162640 5.012706 -0.38 -0.03 1.10
S -1.118368 0.658610 5.128391 -0.54 -0.03 0.36
O -1.187577 -0.799939 5.464029 0.28 0.33 0.00
C -0.653919 1.552841 6.677340 -0.37 -0.54 -0.34
H -3.396589 0.560545 4.293984 0.49 0.29 -0.56
H -2.923936 2.240917 4.883188 -0.03 -0.07 -0.42
H -3.333943 0.900616 5.957458 0.33 0.07 0.18
H -1.454912 1.645602 7.410216 -0.20 -0.21 -0.20
H -0.267314 2.545988 6.458819 0.21 -0.10 -0.16
H 0.089244 0.857896 7.066296 0.25 0.32 0.13
C 3.767580 3.168759 -2.546489 0.43 -0.32 -0.41
S 3.124704 3.687342 -0.906203 0.83 -0.31 -0.53
O 2.183478 2.608620 -0.512487 0.02 -0.07 0.40
C 4.737525 3.518432 -0.016702 -0.38 -0.54 0.55
H 3.042188 2.541971 -3.065394 -0.39 0.11 0.46
H 4.668074 2.560934 -2.445486 -0.02 0.03 0.23
H 3.999001 3.977751 -3.240689 -0.07 0.35 0.43
H 4.631084 3.837058 1.023744 -0.19 0.94 -0.35
H 5.449043 4.077933 -0.619264 0.12 0.24 0.34
H 5.126237 2.516320 0.200188 -0.40 -0.33 -1.07
C -4.509915 4.357744 -4.944435 -0.73 -0.93 0.13
S -4.816963 3.030550 -3.731182 -0.64 -0.61 0.53
O -5.764162 3.483984 -2.656722 0.65 0.22 -0.38
C -5.826687 1.969660 -4.782050 -0.26 2.04 -1.62
H -3.873630 5.047896 -4.407651 0.11 0.29 -0.23
H -5.445432 4.794839 -5.293422 -0.03 0.19 0.28
H -4.043588 3.861838 -5.797178 0.40 0.18 0.12
H -5.416795 2.103976 -5.789113 0.47 -1.06 0.10
H -6.730323 2.571369 -4.942325 -0.34 -0.37 0.69
H -6.047063 0.960758 -4.470171 0.30 -0.06 0.25
C 0.330618 -6.552558 -2.484098 -1.49 -0.84 0.47
S 1.438882 -5.567957 -1.412759 -0.77 0.08 0.61
O 0.610553 -4.500877 -0.747611 0.06 -0.15 -0.85
C 1.695798 -6.732738 -0.035418 0.81 -0.48 -1.82
H -0.619223 -6.696939 -1.951226 0.21 0.28 0.39
H 0.612659 -7.585972 -2.702428 0.79 0.24 0.11
H -0.017956 -6.118231 -3.421960 0.79 0.61 0.05
H 2.375994 -7.474366 -0.467241 0.08 -0.09 0.28
H 0.811991 -7.261774 0.303699 -0.24 0.49 0.24
H 2.256546 -6.127124 0.667846 -0.27 -0.13 0.39
C -4.765159 -4.184417 0.422436 -0.82 0.31 0.88
S -3.446610 -3.137820 -0.242436 -0.25 -0.53 0.00
O -3.880178 -1.695032 -0.206948 0.21 -0.90 0.31
C -2.277193 -3.453747 1.120741 -0.25 0.84 -0.33
H -4.557180 -5.241796 0.269334 0.28 0.07 -0.10
H -5.764103 -3.969999 0.038768 0.34 0.21 -0.68
H -4.895951 -3.989405 1.491797 0.39 -0.08 0.04
H -1.312664 -3.123088 0.737298 -0.40 -0.30 -0.05
H -2.247319 -4.493871 1.432678 -0.04 -0.12 -0.29
H -2.540098 -2.823059 1.973196 -0.20 -0.02 -0.04
C 1.958078 5.710188 5.253577 -0.18 -1.24 0.18
S 1.121983 4.531233 4.089834 -0.26 2.47 -0.98
O -0.130668 5.267325 3.672020 0.54 -0.96 0.24
C 2.254457 4.724104 2.655414 0.51 0.00 0.46
H 2.458873 5.017413 5.934358 0.28 0.38 0.19
H 1.142956 6.192201 5.788276 -0.06 -0.01 -0.07
H 2.649130 6.448723 4.859604 -0.08 -0.11 -0.39
H 2.340837 5.736099 2.255685 -0.79 0.17 0.28
H 1.909107 4.029864 1.892772 0.16 -0.13 0.02
H 3.281362 4.524449 2.973701 -0.12 -0.59 0.06
C -5.082981 2.164023 2.532826 -0.29 -0.14 0.32
O -3.902843 2.254676 2.247673 0.25 -0.01 -0.10
N -5.883791 1.112783 2.278013 0.32 0.48 0.58
C -7.302636 1.220468 2.606752 0.05 -1.06 -0.57
C -5.327191 -0.135390 1.745640 -0.69 0.86 -0.24
H -5.607451 2.945184 3.111889 0.02 0.15 -0.28
H -7.724462 2.190629 2.362421 0.18 0.11 0.00
H -7.544976 0.952684 3.636904 0.17 0.06 0.07
H -7.773825 0.477066 1.959280 -0.36 0.19 0.12
H -5.694722 -0.974650 2.332802 0.11 -0.11 0.01
H -5.637150 -0.234669 0.707316 0.00 -0.27 -0.03
H -4.247369 -0.067655 1.748701 -0.08 -0.16 0.25
O -3.222415 1.741211 -7.121595 -0.56 0.90 0.57
C -2.302014 1.179250 -7.645927 -0.74 -1.25 0.44
O -1.126022 0.988181 -7.050649 0.28 -0.53 -0.70
C -0.921287 1.402113 -5.704304 0.25 1.42 0.21
C -0.740583 2.907800 -5.557109 0.33 0.08 -0.02
C -2.451079 0.454197 -8.954643 1.10 1.08 -0.34
H 0.019178 0.933686 -5.427712 -0.06 -0.25 0.07
H -1.710155 1.080165 -5.021840 0.26 0.10 -0.73
H -1.656755 3.487812 -5.648637 -0.21 -0.28 0.23
H -0.060657 3.353816 -6.287967 0.15 -0.38 -0.09
H -0.279171 3.066520 -4.580783 -0.23 0.28 0.04
H -3.386374 -0.083322 -9.045135 0.03 -0.20 0.35
H -1.546769 -0.126643 -9.117385 -0.29 -0.33 -0.25
H -2.485013 1.245789 -9.709556 0.03 -0.15 -0.15
O 0.084229 5.052903 -3.157250 0.16 -0.16 0.11
C -0.476429 6.107953 -3.333683 0.35 -0.52 0.32
O -0.439137 7.107936 -2.462158 -0.91 1.41 -0.26
C 0.358433 7.035796 -1.303738 0.94 -0.94 1.24
C -0.228075 6.146391 -0.195762 -0.11 0.49 -1.01
C -1.226313 6.454243 -4.565697 -0.47 0.47 -1.54
H 0.497757 7.998334 -0.809486 -0.33 0.45 -0.92
H 1.357382 6.707435 -1.608437 -0.11 -0.23 0.09
H 0.597258 5.923266 0.476804 -0.27 -0.40 0.19
H -0.696894 5.281529 -0.662730 0.33 -0.35 0.35
H -1.006046 6.697210 0.331498 0.06 -0.06 0.15
H -2.221258 6.882184 -4.454260 0.08 0.10 0.60
H -1.342953 5.630631 -5.265247 0.19 -0.40 0.43
H -0.676207 7.192968 -5.157841 0.15 0.14 0.36
O 6.552601 -5.514079 1.327375 0.53 -0.20 -0.21
C 5.804319 -6.111728 0.596072 -0.03 0.39 0.57
O 5.146877 -5.509354 -0.390827 -0.59 -0.52 -0.99
C 5.473818 -4.203020 -0.861494 0.76 0.99 0.41
C 5.173801 -3.105727 0.160322 0.24 -0.27 -0.29
C 5.397705 -7.551382 0.744875 0.07 -0.29 1.02
H 4.903949 -4.105268 -1.781012 -0.17 0.09 0.06
H 6.528648 -4.097541 -1.126623 0.09 -0.59 0.03
H 5.524929 -2.126092 -0.171780 -0.45 -0.02 -0.54
H 5.788897 -3.252680 1.044659 -0.45 -0.41 0.26
H 4.102027 -3.125819 0.338749 -0.04 0.38 0.46
H 5.636387 -7.895784 1.752776 0.20 0.26 -0.03
H 5.929885 -8.232392 0.084764 -0.19 0.22 -0.41
H 4.318147 -7.658884 0.694992 -0.01 -0.04 -0.51
O 0.222401 -0.450023 -2.864902 -0.09 -0.34 -0.47
C 0.166259 -1.561889 -3.352519 0.23 0.05 0.85
O -0.956858 -2.238477 -3.514695 -0.05 -0.47 -0.38
C -2.189772 -1.683979 -3.022971 -0.40 -0.03 -0.90
C -2.741902 -0.595721 -3.938503 0.29 0.66 0.85
C 1.403489 -2.359838 -3.663681 -0.62 0.21 -0.69
H -2.034525 -1.383240 -1.992438 -0.17 0.14 -0.05
H -2.898897 -2.504782 -3.083965 0.27 -0.28 0.36
H -2.404114 0.386643 -3.598599 -0.08 -0.23 0.05
H -3.828702 -0.561439 -3.892938 -0.06 -0.21 -0.10
H -2.401458 -0.705612 -4.966650 -0.21 -0.40 0.04
H 1.944751 -1.836418 -4.451769 0.32 0.14 0.30
H 1.159611 -3.338375 -4.070111 0.01 -0.12 0.35
H 1.941836 -2.392118 -2.719899 0.33 -0.20 -0.18
O 3.124557 -7.391760 3.560124 -0.08 -0.32 0.09
C 3.152928 -6.251767 3.946613 0.09 -0.22 -0.76
O 4.284756 -5.616991 4.299311 -0.21 0.26 -0.09
C 5.499586 -6.354588 4.188282 1.08 -1.12 1.14
C 6.349976 -6.236781 5.468802 -0.90 0.34 -1.20
C 1.964743 -5.342107 3.882547 0.58 0.64 0.51
H 6.103989 -6.114976 3.316056 -0.53 0.59 -0.06
H 5.295106 -7.425397 4.141572 -0.39 0.13 -0.35
H 7.297036 -6.667162 5.145728 0.17 -0.12 0.68
H 5.818239 -6.804143 6.228566 0.49 -0.01 0.35
H 6.481396 -5.201404 5.775866 0.12 0.00 0.06
H 1.909039 -5.023129 2.841329 -0.27 0.02 0.00
H 2.166094 -4.460604 4.492286 -0.22 0.04 -0.07
H 1.044221 -5.817788 4.198736 0.01 -0.19 -0.11